## i
The following is a DFT calculation (the ωB97M-V functional and the def2-TZVPD basis) of a cluster of 2 separate species, C3H2N2O2 in total.

Structure (XYZ):
```
9
Properties=species:S:1:pos:R:3:mulliken_spin:R:1
H 2.5324 -0.8351 -0.2216 0.02
C -0.9782 1.0584 -0.0137 0.47
O -0.4419 2.1088 -0.0515 0.41
O -0.0862 -1.8710 0.0267 0.25
N -2.9802 -0.4172 0.0103 0.45
C 0.5235 -0.8622 0.0813 0.38
C -2.1063 0.3770 -0.0337 0.01
H 1.8481 0.7198 0.2026 -0.01
N 1.6889 -0.2784 -0.0004 0.01
```

Results
Gap between HOMO and LUMO (spin up / spin down) ... 6.72 / 9.66 eV
Total charge ... 0
Spin multiplicity ... 3
LUMO (spin up / spin down) ... -0.52 / -1.76 eV
<S²> ... 2.0211
HOMO energy (spin up / spin down) ... -7.2 / -11.4 eV

=====

## ii
The following is a DFT calculation (the ωB97M-V functional and the def2-TZVPD basis) of a structure of composition C3H2N2O2.

Structure (XYZ):
```
9
Properties=species:S:1:pos:R:3:mulliken_spin:R:1
C 0.6163 0.1437 0.8387 0.41
C -0.2655 -0.2374 -1.2112 0.20
N -1.3492 0.8431 -0.0675 0.56
H 1.3784 -0.0861 1.5713 0.00
H 1.7974 -0.6051 -0.5771 0.00
O -1.7681 0.0412 0.9768 0.36
C 0.7787 -0.3935 -0.3528 0.10
O -0.6315 -0.5556 -2.2481 0.31
N -0.5565 0.8496 1.0699 0.04
```

Results
Gap between HOMO and LUMO (spin up / spin down) ... 7.96 / 8.22 eV
Total charge ... 0
Spin multiplicity ... 3
LUMO (spin up / spin down) ... 0.86 / -2.55 eV
<S²> ... 2.0212
HOMO energy (spin up / spin down) ... -7.1 / -10.8 eV

=====

Most stable pick: i. Distance to second place: 390.8 kJ/mol.

=====

## i
The following is a DFT calculation (the ωB97M-V functional and the def2-TZVPD basis) of the molecule C5H5NO.

Structure (XYZ):
```
12
Properties=species:S:1:pos:R:3:lowdin_charge:R:1
C -1.3686 -0.3384 0.1416 -0.09
N -0.6841 3.0201 0.4817 0.15
C 0.9382 -0.0463 -0.4769 -0.10
C -0.5984 1.9706 0.0008 -0.19
H 1.2441 -0.3817 -1.4670 0.12
O 0.9715 -1.3194 0.2921 -0.12
C -1.0023 -1.3525 0.7335 0.09
H -1.0556 -2.2369 1.3193 0.06
H -0.8364 0.7146 -1.6397 0.14
C -0.5089 0.6156 -0.5900 -0.29
H 1.2515 -1.2850 1.2278 0.12
H 1.6490 0.6394 -0.0231 0.12
```

Results
Gap between HOMO and LUMO ... 9.85 eV
Total charge ... 0
Spin multiplicity ... 1
LUMO ... 0.46 eV
Structure (SMILES) ... C#C[C@@H](C#N)CO
HOMO energy ... -9.4 eV

=====

## ii
The following is a DFT calculation (the ωB97M-V functional and the def2-TZVPD basis) of a structure of composition C5H5NO.

Structure (XYZ):
```
12
Properties=species:S:1:pos:R:3:lowdin_charge:R:1
C 1.0107 -0.6371 -0.3487 -0.28
H -1.9997 0.0609 1.4134 0.07
C 1.3936 -0.2174 -1.6801 -0.18
H -1.6945 -0.6135 1.1826 0.04
H 0.5643 0.1864 1.7318 0.15
N 1.6305 0.0457 -2.7814 0.16
O -1.1335 2.2505 0.0636 0.27
C -0.4733 1.3572 0.3616 -0.11
C 0.3230 0.3019 0.6789 -0.24
H -1.0434 -0.6018 -0.8065 0.08
H 1.7966 -1.1653 0.1940 0.14
C -0.3742 -0.9675 -0.0091 -0.09
```

Results
Gap between HOMO and LUMO ... 7.96 eV
Total charge ... 0
Spin multiplicity ... 1
LUMO ... -0.57 eV
HOMO energy ... -8.5 eV

=====

## iii
The following is a DFT calculation (the ωB97M-V functional and the def2-TZVPD basis) of the molecule C5H5NO.

Structure (XYZ):
```
12
Properties=species:S:1:pos:R:3:lowdin_charge:R:1
C -0.6650 0.8193 -1.5759 -0.19
C -0.7669 0.1640 1.5466 -0.22
O -0.6834 0.4515 2.7168 0.06
H 1.4908 -1.5507 -0.4887 0.11
H -0.3316 -1.5876 -0.6163 0.12
C 0.4421 0.0448 0.6825 -0.19
H -1.7508 -0.0389 1.0767 0.14
N -1.5323 1.0435 -2.3100 0.15
C 0.5576 -1.0075 -0.3858 -0.05
H 1.3545 0.2806 1.2227 0.15
C 0.4861 0.4370 -0.7863 -0.23
H 1.3989 0.9441 -1.0822 0.15
```

Results
Gap between HOMO and LUMO ... 11.06 eV
Total charge ... 0
Spin multiplicity ... 1
LUMO ... 0.69 eV
Structure (SMILES) ... N#C[C@@H]1C[C@@H]1C=O
HOMO energy ... -10.4 eV

=====

## iv
The following is a DFT calculation (the ωB97M-V functional and the def2-TZVPD basis) of the molecule C5H5NO.

Structure (XYZ):
```
12
Properties=species:S:1:pos:R:3:lowdin_charge:R:1
H -1.2372 0.6770 1.3212 0.10
C 3.1774 -0.6962 0.6335 0.14
H 4.1408 -1.1471 0.7046 0.03
C 2.0942 -0.1963 0.5225 -0.22
N -1.8266 0.7229 0.4928 0.04
H -1.0279 -1.2626 0.0665 0.11
C -1.6715 -0.4646 -0.3012 -0.12
H -1.4335 1.3820 -1.5329 0.12
C -0.9957 0.8245 -0.7115 -0.31
O 0.8592 0.2785 0.4594 -0.07
C 0.4557 0.6656 -0.7774 0.07
H -2.5349 -0.7838 -0.8775 0.11
```

Results
Gap between HOMO and LUMO ... 9.42 eV
Total charge ... 0
Spin multiplicity ... 1
LUMO ... 0.12 eV
HOMO energy ... -9.3 eV

=====

Most stable pick: iii. Distance to second place: 271.3 kJ/mol.

=====

## i
The following is a DFT calculation (the ωB97M-V functional and the def2-TZVPD basis) of the molecule C5H5NO.

Structure (XYZ):
```
12
Properties=species:S:1:pos:R:3:lowdin_charge:R:1
C -0.5065 1.5412 -0.0659 -0.20
C 0.4283 -1.5792 0.4447 -0.21
N -1.5303 1.0446 -0.5321 0.08
H 0.6868 2.1322 1.5269 0.06
C -1.6001 -0.3911 -0.6425 -0.14
C -0.6668 -1.1806 -0.1613 -0.01
C 0.5935 2.0278 0.4500 0.02
H 0.4426 -1.8154 1.5058 0.12
H -2.4957 -0.7387 -1.1451 0.09
H 1.5882 -1.5272 -1.0583 0.11
O 1.6324 -1.8201 -0.1369 0.01
H 1.4275 2.3067 -0.1853 0.06
```

Results
Gap between HOMO and LUMO ... 9.66 eV
Total charge ... 0
Spin multiplicity ... 1
LUMO ... 0.47 eV
HOMO energy ... -9.2 eV

=====

## ii
The following is a DFT calculation (the ωB97M-V functional and the def2-TZVPD basis) of the molecule C5H5NO.

Structure (XYZ):
```
12
Properties=species:S:1:pos:R:3:lowdin_charge:R:1
H 1.9579 0.5028 -1.3585 0.09
O -0.6134 -2.1183 1.0633 0.10
H 1.7104 -1.2439 0.7804 0.14
C -2.5494 -0.0464 -0.5638 0.15
N 1.4460 0.8542 0.6869 -0.03
C 0.9845 -0.4758 0.4477 -0.17
C -0.3810 -1.0498 0.5342 -0.43
H 0.8700 1.4291 1.2657 0.11
H -3.4754 0.2748 -0.9619 0.03
C -1.4874 -0.3894 -0.1222 -0.05
H 0.3862 1.4890 -1.0912 0.12
C 1.1515 0.7737 -0.6806 -0.07
```

Results
Gap between HOMO and LUMO ... 9.73 eV
Total charge ... 0
Spin multiplicity ... 1
LUMO ... 0.21 eV
Structure (SMILES) ... C#CC(=O)[C@H]1CN1
HOMO energy ... -9.5 eV

=====

Most stable pick: i. Distance to second place: 80.5 kJ/mol.